i:
Computed, not measured: C5H8N2O2 as an isolated structure, with the ωB97M-V functional and the def2-TZVPD basis.

For the lowest unoccupied orbital energy (spin up / spin down), the calculation gives -0.23 / -0.23 eV. The HOMO-LUMO gap (spin up / spin down) comes out at 7.83 / 7.82 eV. Its total charge is 0.

Atoms and positions in Å:
C (4.676, 2.672, 0.316)
C (0.458, -0.673, -0.093)
C (-1.829, -1.732, -0.321)
C (-1.730, 0.753, -0.457)
C (-0.996, -0.516, -0.692)
N (-0.975, 1.327, 2.155)
N (-1.783, 1.055, 1.414)
O (4.281, 2.629, -0.754)
O (5.168, 2.621, 1.346)
H (0.285, -0.894, 0.888)
H (1.112, 0.156, -0.077)
H (1.015, -1.472, -0.613)
H (-1.901, -1.878, 0.727)
H (-1.355, -2.603, -0.806)
H (-2.810, -1.632, -0.645)
H (-2.857, 0.605, -0.632)
H (-0.759, -0.417, -1.757)


ii:
Computed, not measured: one molecule with the formula C5H8N2O2, with the ωB97M-V functional and the def2-TZVPD basis.

For the lowest unoccupied orbital energy (spin up / spin down), the calculation gives 0.11 / 0.11 eV. The SMILES is C=C(C(=O)O)/C(C)=N/N. The HOMO-LUMO gap (spin up / spin down) comes out at 8.51 / 8.52 eV. Its total charge is 0.

Atoms and positions in Å:
C (1.320, 1.566, -0.084)
C (-0.894, -1.630, 0.305)
C (0.280, 0.474, -0.060)
C (0.525, -0.968, -0.208)
N (-1.493, 1.925, 0.025)
C (1.703, -1.589, -0.070)
O (-1.954, -1.473, -0.523)
N (-0.990, 0.671, 0.229)
O (-0.880, -2.614, 1.031)
H (-2.525, -2.247, -0.369)
H (-2.146, 2.129, 0.783)
H (-2.076, 1.924, -0.815)
H (2.311, 1.196, -0.346)
H (1.404, 2.015, 0.910)
H (1.030, 2.343, -0.795)
H (1.740, -2.623, 0.266)
H (2.646, -1.098, -0.279)


ii wins, 20.6 kJ/mol ahead of the next structure.


i:
Computed, not measured: one molecule with the formula C2H3N3O2, with the ωB97M-V functional and the def2-TZVPD basis.

For the lowest unoccupied orbital energy, the calculation gives 0.59 eV. The SMILES is [H]/N=c1/[nH][nH]c(=O)o1. The HOMO-LUMO gap comes out at 10.18 eV. Its total charge is 0.

Atoms and positions in Å:
C (0.763, -0.445, -0.070)
C (-1.399, -0.346, -0.072)
H (2.090, -1.638, 0.397)
H (1.088, 1.200, 0.529)
H (-1.292, 1.770, -0.468)
N (2.025, -0.598, 0.085)
N (0.487, 0.931, -0.226)
N (-0.861, 0.975, 0.039)
O (-2.545, -0.673, 0.136)
O (-0.358, -1.175, -0.351)


ii:
Computed, not measured: one molecule with the formula C2H3N3O2, with the ωB97M-V functional and the def2-TZVPD basis.

For the lowest unoccupied orbital energy, the calculation gives 0.64 eV. The SMILES is O=C1NN=CON1. The HOMO-LUMO gap comes out at 10.12 eV. Its total charge is 0.

Atoms and positions in Å:
C (-1.142, 0.074, -0.129)
C (1.493, -0.020, 0.107)
H (-0.800, -1.918, 0.521)
H (2.570, -0.172, 0.107)
H (-0.895, 2.031, -0.277)
N (-0.471, -1.198, -0.144)
N (1.106, 1.183, 0.005)
N (-0.371, 1.184, -0.116)
O (-2.378, 0.008, 0.074)
O (0.888, -1.173, -0.149)


iii:
Computed, not measured: a 2-piece molecular cluster, C2H3N3O2 overall, with the ωB97M-V functional and the def2-TZVPD basis.

For the lowest unoccupied orbital energy, the calculation gives 0.34 eV. The HOMO-LUMO gap comes out at 9.22 eV. Its total charge is 0.

Atoms and positions in Å:
C (-0.549, 0.267, 1.546)
C (0.331, -1.888, -0.048)
N (-0.694, 1.022, 0.631)
N (1.253, -1.360, -0.547)
N (-0.346, 1.938, -0.148)
O (-0.630, -2.416, 0.382)
O (0.072, 1.352, -1.394)
H (-1.152, -0.378, 1.992)
H (1.828, -0.513, -0.363)
H (-0.113, 1.975, -2.050)


iv:
Computed, not measured: one molecule with the formula C2H3N3O2, with the ωB97M-V functional and the def2-TZVPD basis.

For the lowest unoccupied orbital energy, the calculation gives -0.97 eV. The HOMO-LUMO gap comes out at 7.66 eV. Its total charge is 0.

Atoms and positions in Å:
C (-1.353, 1.057, -0.023)
C (-0.583, -0.163, -0.089)
N (-2.091, 1.959, -0.200)
N (0.409, 0.269, -0.812)
N (1.788, -1.473, 0.102)
O (-0.777, -1.107, 0.697)
O (1.414, -0.680, -1.052)
H (-2.385, 2.902, 0.028)
H (0.934, -1.645, 0.654)
H (2.644, -1.119, 0.695)


i wins, 124.9 kJ/mol ahead of the next structure.


i:
Computed, not measured: one molecule with the formula C2H3N3O2, with the ωB97M-V functional and the def2-TZVPD basis.

For the lowest unoccupied orbital energy, the calculation gives 0.12 eV. The SMILES is Nn1cnc(=O)o1. The HOMO-LUMO gap comes out at 10.41 eV. Its total charge is 0.

Atoms and positions in Å:
C (-0.538, 1.158, -0.033)
C (1.190, -0.089, 0.112)
H (-2.249, -1.431, -0.363)
H (-2.377, -0.580, 1.153)
H (-1.173, 1.995, 0.223)
N (-2.204, -0.500, 0.092)
N (-1.017, -0.042, -0.360)
N (0.694, 1.250, 0.037)
O (2.310, -0.598, -0.003)
O (0.137, -0.822, 0.020)


ii:
Computed, not measured: one molecule with the formula C2H3N3O2, with the ωB97M-V functional and the def2-TZVPD basis.

For the lowest unoccupied orbital energy, the calculation gives 0.42 eV. The SMILES is Cn1onnc1=O. The HOMO-LUMO gap comes out at 10.82 eV. Its total charge is 0.

Atoms and positions in Å:
C (1.276, -0.679, 0.010)
C (-0.510, 1.159, -0.045)
H (1.870, 0.278, 0.046)
H (1.394, -1.345, 0.899)
H (1.541, -1.168, -0.882)
N (-0.157, -0.127, -0.012)
N (-2.332, -0.186, 0.028)
N (-2.060, 1.014, 0.002)
O (-1.294, -1.025, -0.049)
O (0.271, 2.079, 0.001)


i wins, 60.4 kJ/mol ahead of the next structure.


i:
Computed, not measured: a 2-piece molecular cluster, C2H3N3O2 overall, with the ωB97M-V functional and the def2-TZVPD basis.

For the lowest unoccupied orbital energy, the calculation gives -1.54 eV. The HOMO-LUMO gap comes out at 9.46 eV. Its total charge is 0.

Atoms and positions in Å:
C (-1.156, 1.393, -0.018)
C (0.305, -0.103, -0.390)
N (-1.676, 2.402, -0.046)
N (1.436, -0.051, 0.346)
N (-0.669, -1.055, -0.028)
O (-0.541, -1.580, 1.043)
O (-1.578, -1.277, -0.785)
H (0.220, -0.061, -1.519)
H (2.232, 0.598, 0.096)
H (1.425, -0.266, 1.300)


ii:
Computed, not measured: one molecule with the formula C2H3N3O2, with the ωB97M-V functional and the def2-TZVPD basis.

For the lowest unoccupied orbital energy, the calculation gives 0.29 eV. The SMILES is Nc1noc(=O)[nH]1. The HOMO-LUMO gap comes out at 9.19 eV. Its total charge is 0.

Atoms and positions in Å:
N (0.949, -1.510, -0.405)
C (0.406, -0.304, -0.042)
N (1.205, 0.726, 0.036)
O (0.467, 1.782, 0.533)
C (-0.998, 1.584, 0.388)
O (-1.892, 2.209, 0.876)
N (-0.905, -0.029, 0.207)
H (0.414, -2.270, -0.787)
H (1.923, -1.452, -0.677)
H (-1.568, -0.737, -0.130)


ii wins, 370.8 kJ/mol ahead of the next structure.


i:
Computed, not measured: a 12-piece molecular cluster, C30H81N3O12 overall, with the ωB97M-V functional and the def2-TZVPD basis.

For the lowest unoccupied orbital energy, the calculation gives -0.01 eV. The SMILES is CC1(C)CCCC(C)(C)N1O.CC1(C)CCCC(C)(C)N1O.CC1(C)CCCC(C)(C)N1O.CO.CO.CO.O.O.O.O.O.O. The HOMO-LUMO gap comes out at 8.01 eV. Its total charge is 0.

Atoms and positions in Å:
C (14.800, 4.342, 18.540)
O (14.640, 3.115, 17.861)
H (14.767, 4.234, 19.629)
H (15.741, 4.837, 18.289)
H (13.974, 4.996, 18.266)
H (15.434, 2.581, 18.058)
C (16.672, -3.336, 15.261)
O (15.800, -3.459, 14.158)
H (16.097, -3.171, 16.172)
H (17.364, -4.169, 15.374)
H (17.273, -2.416, 15.245)
H (16.334, -3.792, 13.430)
C (16.746, 0.646, 15.040)
O (17.997, 0.659, 15.736)
H (15.970, 0.935, 15.745)
H (16.722, 1.366, 14.221)
H (16.597, -0.359, 14.645)
H (18.695, 0.998, 15.157)
O (17.333, 2.314, 18.148)
H (17.972, 2.691, 18.761)
H (17.836, 1.662, 17.626)
O (13.533, 2.323, 15.239)
H (14.246, 2.693, 14.703)
H (13.864, 2.357, 16.155)
O (13.328, 0.171, 13.537)
H (12.457, 0.331, 13.162)
H (13.372, 0.740, 14.337)
O (15.217, 3.083, 12.023)
H (14.682, 3.885, 12.001)
H (14.973, 2.612, 11.213)
O (15.259, -0.061, 11.558)
H (14.579, -0.372, 12.191)
H (15.421, 0.847, 11.829)
O (19.963, 1.732, 13.956)
H (19.434, 1.858, 13.155)
H (20.611, 2.447, 13.934)
C (20.645, 5.730, 15.290)
C (19.155, 5.910, 15.595)
C (18.887, 5.929, 17.101)
C (18.981, 7.292, 17.762)
C (18.020, 8.257, 17.051)
C (18.392, 8.408, 15.555)
N (18.608, 7.099, 14.957)
O (18.841, 7.166, 13.574)
C (17.151, 9.044, 14.900)
C (19.625, 9.323, 15.441)
C (18.401, 4.687, 15.055)
H (21.031, 4.821, 15.754)
H (21.224, 6.597, 15.616)
H (20.822, 5.686, 14.213)
H (17.883, 5.535, 17.282)
H (19.560, 5.223, 17.596)
H (20.008, 7.670, 17.696)
H (18.775, 7.260, 18.833)
H (18.149, 9.224, 17.535)
H (16.994, 7.899, 17.132)
H (17.269, 9.163, 13.824)
H (16.321, 8.367, 15.097)
H (16.989, 10.016, 15.365)
H (19.497, 9.952, 14.548)
H (19.712, 10.103, 16.201)
H (20.566, 8.804, 15.279)
H (18.571, 4.619, 13.973)
H (17.323, 4.710, 15.212)
H (18.780, 3.741, 15.449)
H (18.046, 6.758, 13.210)
C (18.175, -5.061, 21.032)
C (17.950, -3.562, 21.260)
C (18.907, -3.081, 22.386)
C (20.290, -2.750, 21.858)
C (20.107, -1.716, 20.762)
C (19.388, -2.217, 19.518)
N (18.141, -2.772, 20.022)
O (17.230, -3.151, 19.012)
C (19.128, -0.963, 18.673)
C (20.220, -3.233, 18.719)
C (16.501, -3.278, 21.701)
H (19.215, -5.255, 20.759)
H (17.582, -5.380, 20.173)
H (17.937, -5.648, 21.916)
H (18.475, -2.264, 22.962)
H (19.106, -3.910, 23.076)
H (20.815, -3.623, 21.470)
H (20.867, -2.254, 22.642)
H (21.089, -1.276, 20.527)
H (19.642, -0.825, 21.200)
H (18.487, -1.317, 17.849)
H (18.433, -0.333, 19.231)
H (19.991, -0.529, 18.180)
H (21.207, -2.882, 18.419)
H (20.338, -4.154, 19.290)
H (19.641, -3.479, 17.826)
H (15.920, -2.642, 21.039)
H (16.436, -2.984, 22.749)
H (15.875, -4.183, 21.681)
H (16.801, -2.315, 18.790)
C (21.049, -3.699, 13.597)
C (21.449, -2.291, 14.003)
C (22.665, -2.258, 14.959)
C (23.991, -2.460, 14.256)
C (24.138, -1.505, 13.083)
C (22.977, -1.531, 12.081)
N (21.718, -1.434, 12.839)
O (20.605, -1.297, 11.971)
C (23.088, -0.274, 11.221)
C (23.141, -2.765, 11.172)
C (20.310, -1.626, 14.789)
H (20.232, -3.797, 12.886)
H (20.741, -4.227, 14.508)
H (21.911, -4.241, 13.205)
H (22.689, -1.334, 15.536)
H (22.527, -3.081, 15.667)
H (24.132, -3.508, 13.968)
H (24.814, -2.320, 14.964)
H (25.098, -1.618, 12.580)
H (24.124, -0.480, 13.477)
H (22.313, -0.171, 10.467)
H (23.102, 0.623, 11.846)
H (24.086, -0.254, 10.772)
H (22.989, -3.766, 11.560)
H (22.375, -2.666, 10.385)
H (24.021, -2.674, 10.530)
H (20.321, -0.543, 14.873)
H (20.197, -2.164, 15.732)
H (19.359, -1.793, 14.263)
H (20.271, -0.449, 12.290)


ii:
Computed, not measured: a 9-piece molecular cluster, C30H81N3O12 overall, with the ωB97M-V functional and the def2-TZVPD basis.

For the lowest unoccupied orbital energy, the calculation gives 0.36 eV. The SMILES is COCCNCCOC.COCCNCCOC.COCCNCCOC.CCO.CCO.CCO.CCO.CCO.CCO. The HOMO-LUMO gap comes out at 8.83 eV. Its total charge is 0.

Atoms and positions in Å:
C (0.870, 0.334, -4.565)
O (1.609, 0.227, -3.370)
C (1.095, 1.026, -2.328)
C (2.184, 1.338, -1.333)
N (3.158, 2.357, -1.734)
C (4.219, 1.941, -2.655)
C (5.193, 1.034, -1.938)
O (6.239, 0.676, -2.815)
C (7.362, 0.199, -2.127)
H (1.067, 1.285, -5.074)
H (-0.209, 0.255, -4.386)
H (1.161, -0.488, -5.218)
H (0.270, 0.502, -1.818)
H (0.667, 1.964, -2.714)
H (2.713, 0.423, -1.073)
H (1.706, 1.706, -0.418)
H (2.639, 3.132, -2.128)
H (4.765, 2.841, -2.951)
H (3.857, 1.474, -3.578)
H (4.715, 0.116, -1.568)
H (5.592, 1.574, -1.067)
H (7.835, 0.992, -1.527)
H (8.078, -0.171, -2.857)
H (7.105, -0.616, -1.435)
C (-7.500, -9.501, -3.160)
O (-6.207, -8.994, -3.391)
C (-5.197, -9.956, -3.146)
C (-3.866, -9.329, -3.464)
N (-3.619, -8.191, -2.607)
C (-2.342, -7.533, -2.855)
C (-2.170, -6.378, -1.898)
O (-0.817, -5.963, -1.942)
C (-0.619, -4.755, -1.261)
H (-7.750, -10.291, -3.881)
H (-8.200, -8.680, -3.291)
H (-7.595, -9.915, -2.150)
H (-5.350, -10.813, -3.819)
H (-5.241, -10.298, -2.106)
H (-3.840, -9.088, -4.538)
H (-3.104, -10.094, -3.277)
H (-4.384, -7.534, -2.710)
H (-2.259, -7.173, -3.891)
H (-1.531, -8.242, -2.673)
H (-2.449, -6.693, -0.888)
H (-2.807, -5.542, -2.226)
H (-1.133, -4.660, -0.298)
H (-0.936, -3.920, -1.904)
H (0.445, -4.602, -1.076)
C (1.804, 10.638, 2.553)
O (0.740, 9.975, 1.915)
C (-0.383, 9.798, 2.765)
C (-1.289, 8.762, 2.159)
N (-0.845, 7.413, 2.463)
C (-1.880, 6.403, 2.290)
C (-1.295, 5.026, 2.458)
O (-0.364, 4.826, 1.408)
C (0.314, 3.595, 1.539)
H (2.041, 10.165, 3.514)
H (1.570, 11.697, 2.729)
H (2.670, 10.578, 1.896)
H (-0.915, 10.756, 2.862)
H (-0.054, 9.450, 3.749)
H (-1.361, 8.929, 1.076)
H (-2.276, 8.892, 2.611)
H (-0.035, 7.144, 1.921)
H (-2.328, 6.441, 1.282)
H (-2.678, 6.570, 3.017)
H (-2.086, 4.266, 2.387)
H (-0.788, 4.945, 3.427)
H (-0.382, 2.779, 1.758)
H (1.087, 3.667, 2.312)
H (0.820, 3.395, 0.594)
C (0.921, 0.939, 4.349)
C (1.581, 2.108, 5.028)
O (0.607, 2.753, 5.837)
H (0.433, 0.273, 5.062)
H (1.594, 0.346, 3.734)
H (0.140, 1.355, 3.706)
H (1.980, 2.784, 4.258)
H (2.460, 1.810, 5.612)
H (1.044, 3.329, 6.471)
C (1.552, -4.310, 2.750)
C (1.755, -5.425, 1.762)
O (2.921, -6.155, 2.165)
H (0.642, -3.767, 2.485)
H (2.387, -3.612, 2.725)
H (1.406, -4.727, 3.745)
H (1.943, -5.049, 0.751)
H (0.874, -6.075, 1.759)
H (2.994, -6.928, 1.599)
C (0.724, -1.273, 0.784)
C (-0.493, -0.409, 0.913)
O (-1.082, -0.148, -0.359)
H (0.481, -2.198, 0.258)
H (1.273, -1.531, 1.689)
H (1.452, -0.725, 0.175)
H (-0.291, 0.533, 1.433)
H (-1.304, -0.898, 1.474)
H (-2.044, -0.165, -0.288)
C (-1.939, 3.268, -1.445)
C (-2.561, 4.599, -1.123)
O (-3.579, 4.881, -2.089)
H (-1.425, 3.261, -2.410)
H (-2.647, 2.438, -1.456)
H (-1.166, 3.032, -0.711)
H (-1.812, 5.395, -1.190)
H (-2.956, 4.586, -0.103)
H (-4.074, 5.647, -1.787)
C (4.066, 0.010, 1.837)
C (5.518, 0.378, 1.692)
O (6.257, -0.094, 2.824)
H (3.953, -1.071, 1.965)
H (3.518, 0.232, 0.919)
H (3.583, 0.518, 2.670)
H (5.595, 1.468, 1.620)
H (5.921, -0.067, 0.779)
H (7.051, 0.437, 2.915)
C (-3.534, -2.331, -1.026)
C (-4.557, -1.255, -0.737)
O (-3.909, -0.172, -0.060)
H (-3.124, -2.709, -0.088)
H (-2.718, -1.923, -1.623)
H (-3.999, -3.167, -1.548)
H (-5.370, -1.661, -0.126)
H (-5.018, -0.884, -1.658)
H (-4.532, 0.265, 0.526)


i wins, 97.2 kJ/mol ahead of the next structure.